1.
{
  "formula": "C3H4O4Tl",
  "method": "ωB97M-V/def2-TZVPD",
  "elements": ["H", "C", "H", "O", "H", "H", "O", "C", "O", "C", "O", "Tl"],
  "positions_angstrom": [[1.47, -1.37, 0.23], [-2.18, 0.58, -0.03], [-1.36, -1.24, 0.84], [2.61, 1.40, -0.09], [-3.14, 0.97, -0.41], [-2.77, -1.48, -0.39], [1.43, -0.44, -0.03], [2.79, 0.15, -0.18], [3.75, -0.55, -0.36], [-2.01, -0.84, 0.06], [-1.24, 1.38, 0.15], [0.66, 1.44, 0.21]],
  "mulliken_charge": [0.416, 0.542, 0.351, -0.341, 0.419, 0.309, -0.402, 0.606, -0.313, -0.624, -0.424, 1.460],
  "homo_lumo_gap_ev": [8.27, 7.75],
  "multiplicity": 2,
  "charge": 2,
  "s2": 0.75,
  "de_lowest_kj_mol": 270.5
}



2.
{
  "formula": "C3H4O4Tm",
  "method": "ωB97M-V/def2-TZVPD",
  "elements": ["O", "H", "C", "H", "H", "O", "H", "O", "C", "C", "O", "Tm"],
  "positions_angstrom": [[-3.03, 0.97, -1.17], [-0.20, -0.20, 1.47], [-1.92, 0.34, -1.54], [2.31, 1.01, 2.04], [2.15, -1.25, 0.00], [-0.79, 0.78, -1.30], [3.18, 0.23, -0.07], [0.69, -0.18, 2.11], [2.24, -0.20, 0.30], [1.82, 0.17, 1.53], [-2.17, -0.86, -1.98], [-4.29, -0.81, -1.38]],
  "mulliken_charge": [-0.723, 0.402, 1.004, 0.321, 0.297, -0.432, 0.285, -0.452, -0.582, 0.278, -0.719, 1.321],
  "homo_lumo_gap_ev": [7.71, 3.82],
  "multiplicity": 3,
  "charge": 1,
  "s2": 2.02,
  "de_lowest_kj_mol": 158.9
}



3.
{
  "formula": "C3H4O5Zn",
  "method": "ωB97M-V/def2-TZVPD",
  "elements": ["O", "C", "H", "O", "O", "C", "Zn", "C", "H", "H", "O", "H", "O"],
  "positions_angstrom": [[0.87, 0.03, -0.05], [-2.03, -0.66, 0.13], [-0.72, 1.48, -0.01], [-1.71, 1.73, 0.08], [-0.88, -1.19, 0.49], [0.36, -1.11, -0.16], [2.62, 0.34, -0.08], [-2.43, 0.68, -0.01], [-2.76, -1.43, -0.15], [4.93, 0.67, 0.65], [4.30, 0.76, -0.07], [-3.47, 0.83, -0.32], [0.94, -2.13, -0.50]],
  "mulliken_charge": [-0.518, -0.019, 0.383, -0.326, -0.226, 0.940, 0.416, 0.185, 0.405, 0.315, -0.457, 0.366, -0.465],
  "homo_lumo_gap_ev": [10.21, 6.54],
  "multiplicity": 2,
  "charge": 1,
  "s2": 0.75
}



4.
{
  "formula": "C3H4OS",
  "method": "ωB97M-V/def2-TZVPD",
  "elements": ["H", "H", "C", "H", "C", "H", "S", "C", "O"],
  "positions_angstrom": [[-1.46, -1.73, 0.55], [2.13, -0.33, -0.88], [0.58, 0.92, -0.14], [0.46, -1.17, -0.30], [-1.36, -0.56, 0.46], [-1.99, 0.20, 1.26], [-0.11, 2.35, -0.27], [-0.08, -0.35, 0.00], [1.83, 0.68, -0.68]],
  "mulliken_charge": [0.234, 0.348, 0.583, 0.173, -0.635, 0.263, -0.273, -0.207, -0.486],
  "smiles": "C=CC(O)=S",
  "homo_lumo_gap_ev": 8.30,
  "de_lowest_kj_mol": 232.6
}



5.
{
  "formula": "C3H4OS",
  "method": "ωB97M-V/def2-TZVPD",
  "elements": ["C", "H", "H", "S", "H", "H", "C", "O", "C"],
  "positions_angstrom": [[0.49, -1.01, -1.41], [-1.43, -0.74, -0.61], [0.79, -0.92, 1.00], [1.82, -1.89, -1.57], [0.93, 0.98, 0.68], [-0.81, 0.85, -1.03], [0.44, 0.04, 0.57], [2.77, -1.74, -0.42], [-0.42, -0.11, -0.65]],
  "mulliken_charge": [-0.175, 0.174, 0.374, 0.237, 0.300, 0.277, -0.700, -0.522, 0.034],
  "homo_lumo_gap_ev": [7.82, 8.84],
  "de_lowest_kj_mol": 485.5
}



6.
{
  "formula": "C3H4OS",
  "method": "ωB97M-V/def2-TZVPD",
  "elements": ["H", "H", "C", "C", "H", "O", "S", "H", "C"],
  "positions_angstrom": [[2.81, -1.17, -0.18], [0.17, 1.21, 0.90], [-2.02, 0.17, -0.10], [-0.71, 0.30, 0.24], [-2.97, 1.05, -0.18], [2.61, 0.76, -0.10], [0.48, -1.06, 0.11], [-2.48, -0.85, -0.68], [2.11, -0.41, -0.01]],
  "mulliken_charge": [0.371, 0.220, -0.515, 0.000, 0.213, -0.488, -0.018, 0.179, 0.038],
  "homo_lumo_gap_ev": 9.87,
  "de_lowest_kj_mol": 349.1
}



7.
{
  "formula": "C3H4OS",
  "method": "ωB97M-V/def2-TZVPD",
  "elements": ["H", "C", "H", "H", "O", "H", "C", "S", "C"],
  "positions_angstrom": [[-1.62, -0.40, -1.05], [-1.02, -0.21, -0.13], [-1.56, -0.34, 0.78], [-0.85, 1.83, 0.51], [1.94, -1.50, -0.37], [-0.18, -1.04, -0.14], [-0.21, 1.02, 0.16], [1.35, 1.31, -0.20], [2.14, -0.67, 0.43]],
  "mulliken_charge": [0.277, -0.671, 0.267, 0.319, -0.266, 0.171, -0.040, -0.160, 0.102],
  "homo_lumo_gap_ev": [7.93, 7.93],
  "de_lowest_kj_mol": 207.6
}



8.
{
  "formula": "C3H4OS",
  "method": "ωB97M-V/def2-TZVPD",
  "elements": ["H", "H", "C", "O", "H", "H", "S", "C", "C"],
  "positions_angstrom": [[1.12, -3.87, -0.32], [-1.12, 1.16, 1.18], [0.28, -1.92, -0.94], [1.62, 1.17, 0.78], [-1.05, 2.60, 0.48], [-1.74, 1.06, -0.38], [0.78, 1.12, -0.39], [0.97, -2.87, -0.58], [-0.86, 1.55, 0.18]],
  "mulliken_charge": [0.312, 0.301, -0.123, -0.405, 0.337, 0.301, 0.330, -0.209, -0.844],
  "homo_lumo_gap_ev": [9.60, 7.12],
  "multiplicity": 3,
  "s2": 2.01,
  "de_lowest_kj_mol": 410.2
}



Number 1: largest force on an atom 0.1336 Eh/bohr. Number 2: largest force on an atom 0.0816 Eh/bohr. Number 3: largest force on an atom 0.1044 Eh/bohr. Number 4: largest force on an atom 0.1009 Eh/bohr. Number 5: largest force on an atom 0.0651 Eh/bohr. Number 6: largest force on an atom 0.1025 Eh/bohr. Number 7: largest force on an atom 0.0808 Eh/bohr. Number 8: largest force on an atom 0.0613 Eh/bohr.